Entry 1:
C16H39NO10P | wB97M-V/def2-TZVPD

Structure (XYZ):
```
67
Properties=species:S:1:pos:R:3:lowdin_charge:R:1
C 1.76 -1.72 1.36 -0.12
C 0.97 -3.04 1.38 -0.28
C 1.82 -4.29 1.15 -0.22
C 2.87 -4.21 0.02 -0.36
N 2.69 -5.12 -1.10 -0.27
P 1.64 -4.45 -2.45 0.31
O 2.73 -5.13 -3.67 -0.45
H 1.40 -1.01 2.10 0.05
H 2.83 -1.89 1.50 0.07
H 1.66 -1.24 0.39 0.07
H 0.49 -3.13 2.36 0.09
H 0.16 -3.01 0.65 0.08
H 1.13 -5.10 0.87 0.09
H 2.28 -4.60 2.09 0.09
H 3.86 -4.38 0.47 0.08
H 2.91 -3.20 -0.39 0.06
H 2.25 -5.97 -0.76 0.03
H 2.45 -3.23 -2.41 -0.03
H 0.85 -3.90 -3.55 -0.08
H 0.88 -5.70 -2.49 -0.05
H 0.67 -3.89 -1.50 -0.06
H 3.59 -5.12 -3.25 -0.03
C -1.29 -7.76 -4.58 -0.07
C -1.58 -6.28 -4.43 -0.20
O -2.94 -5.96 -4.81 0.04
C -3.87 -6.23 -3.91 -0.61
O -3.72 -6.71 -2.82 0.12
O -5.07 -5.89 -4.43 -0.01
C -6.17 -6.15 -3.57 -0.06
H -1.53 -8.09 -5.60 0.07
H -0.24 -7.93 -4.39 0.08
H -1.88 -8.34 -3.88 0.07
H -0.96 -5.70 -5.11 0.12
H -1.38 -5.94 -3.42 0.11
H -6.02 -5.71 -2.59 0.09
H -6.32 -7.23 -3.46 0.09
H -7.04 -5.71 -4.06 0.09
C 2.08 4.28 5.17 -0.06
C 2.85 4.09 3.88 -0.21
O 2.32 3.00 3.10 0.04
C 1.22 3.27 2.40 -0.60
O 0.67 4.35 2.36 0.10
O 0.85 2.18 1.76 0.01
C -0.34 2.30 0.98 -0.02
H 2.05 3.34 5.74 0.08
H 2.56 5.04 5.78 0.08
H 1.05 4.59 4.97 0.08
H 3.88 3.80 4.08 0.12
H 2.84 4.99 3.28 0.11
H -0.28 3.14 0.30 0.09
H -1.21 2.41 1.63 0.10
H -0.42 1.37 0.42 0.10
C 1.20 7.44 1.47 -0.07
C -0.14 7.17 0.81 -0.20
O -1.23 7.72 1.57 0.05
C -1.43 9.02 1.43 -0.61
O -0.82 9.78 0.71 0.12
O -2.44 9.38 2.23 0.00
C -2.76 10.77 2.20 -0.05
H 1.18 7.07 2.49 0.07
H 1.99 6.93 0.92 0.08
H 1.42 8.51 1.48 0.07
H -0.33 6.10 0.77 0.11
H -0.17 7.57 -0.21 0.12
H -2.92 11.11 1.18 0.09
H -1.95 11.35 2.65 0.10
H -3.66 10.88 2.78 0.09
```

## Properties
Highest occupied orbital energy ... -3.727 eV
Net charge ... -1

=====

Entry 2:
C16H39NO5P | wB97M-V/def2-TZVPD

Structure (XYZ):
```
62
Properties=species:S:1:pos:R:3:lowdin_charge:R:1
C 1.72 1.33 -1.40 -0.13
O 1.24 0.70 -2.63 -0.25
C -0.03 1.27 -3.11 -0.29
P -1.29 1.69 -1.74 1.00
C -2.40 0.17 -1.23 -0.18
N -2.46 2.86 -2.50 -0.08
C -2.26 4.08 -1.84 -0.09
O -2.11 5.08 -0.94 0.06
H 1.45 2.49 -1.32 0.11
H 2.88 1.21 -1.24 0.13
H 1.21 0.74 -0.50 0.11
H 0.10 2.23 -3.79 0.14
H -0.54 0.44 -3.80 0.15
H -0.74 2.36 -0.59 0.06
H -2.48 -0.54 -2.16 0.09
H -1.85 -0.30 -0.31 0.08
H -3.45 0.63 -0.99 0.09
C -6.01 -3.17 -0.18 -0.07
C -4.49 -3.05 -0.29 -0.28
O -3.89 -2.48 0.87 -0.19
C -4.08 -3.19 2.09 -0.27
C -3.53 -4.61 2.07 -0.07
H -6.46 -2.19 0.00 0.08
H -6.42 -3.58 -1.11 0.08
H -6.31 -3.83 0.64 0.07
H -4.25 -2.39 -1.13 0.10
H -4.04 -4.02 -0.52 0.11
H -5.13 -3.18 2.38 0.11
H -3.54 -2.62 2.87 0.11
H -4.03 -5.22 1.31 0.07
H -3.67 -5.09 3.04 0.08
H -2.46 -4.60 1.82 0.08
C -0.94 1.28 3.18 -0.09
C -1.82 0.13 3.63 -0.28
O -1.09 -1.02 4.04 -0.17
C -0.20 -0.85 5.14 -0.27
C -0.89 -0.39 6.42 -0.08
H -0.28 0.97 2.36 0.06
H -1.55 2.12 2.85 0.07
H -0.29 1.64 3.99 0.07
H -2.44 -0.18 2.79 0.10
H -2.51 0.44 4.42 0.11
H 0.61 -0.16 4.87 0.10
H 0.27 -1.82 5.33 0.12
H -1.37 0.58 6.29 0.07
H -0.17 -0.31 7.23 0.08
H -1.67 -1.11 6.70 0.09
C 7.63 0.47 -3.77 -0.08
C 6.42 0.59 -2.86 -0.28
O 6.26 1.88 -2.29 -0.17
C 6.07 2.96 -3.21 -0.27
C 4.85 2.80 -4.09 -0.08
H 8.55 0.74 -3.23 0.09
H 7.73 -0.55 -4.15 0.08
H 7.56 1.14 -4.63 0.07
H 6.55 -0.11 -2.02 0.12
H 5.51 0.28 -3.38 0.10
H 6.98 3.10 -3.81 0.11
H 5.96 3.87 -2.61 0.12
H 4.91 1.91 -4.72 0.07
H 4.74 3.66 -4.75 0.08
H 3.95 2.70 -3.48 0.06
```

## Properties
Highest occupied orbital energy ... -11.620 eV
Net charge ... +1

=====

Entry 3:
C16H40B2MnO8S4 | wB97M-V/def2-TZVPD

Structure (XYZ):
```
71
Properties=species:S:1:pos:R:3:lowdin_spin:R:1
Mn -1.19 23.72 -14.08 4.62
B -3.31 23.96 -13.50 0.06
H -2.69 24.82 -13.33 0.01
H -2.83 23.18 -12.91 0.01
H -4.34 24.16 -13.27 0.01
H -3.32 23.74 -14.55 0.01
B -0.06 23.21 -12.24 0.06
H 0.93 23.23 -12.67 0.01
H -0.70 22.52 -12.76 0.01
H -0.02 22.93 -11.20 0.01
H -0.48 24.21 -12.25 0.01
C -5.18 25.29 -16.70 0.00
C -4.77 26.75 -16.74 0.00
C -3.29 26.73 -16.30 0.00
S -2.51 25.29 -17.10 0.00
O -1.73 24.54 -16.13 0.02
O -1.86 25.54 -18.44 0.00
C -4.13 24.39 -17.36 0.00
H -6.21 25.12 -17.03 0.00
H -5.23 24.99 -15.65 0.00
H -5.40 27.40 -16.13 0.00
H -4.89 27.14 -17.75 0.00
H -3.21 26.34 -15.29 0.00
H -2.72 27.65 -16.37 0.00
H -4.03 23.40 -16.92 0.00
H -4.27 24.45 -18.44 0.00
C 0.05 28.79 -15.42 0.00
C 0.57 28.20 -16.75 0.00
C 0.89 26.69 -16.61 0.00
S 0.92 26.36 -14.75 0.01
O 2.21 25.83 -14.36 0.00
O -0.27 25.61 -14.40 0.03
C 0.81 28.14 -14.29 0.00
H -1.00 28.48 -15.41 0.00
H 0.03 29.88 -15.39 0.00
H 1.34 28.79 -17.26 0.00
H -0.24 28.31 -17.47 0.00
H 1.97 26.66 -16.81 0.00
H 0.41 25.88 -17.16 0.00
H 1.82 28.53 -14.42 0.00
H 0.61 28.23 -13.23 0.00
C -3.41 18.92 -13.30 0.00
C -1.88 18.80 -13.37 0.00
C -1.29 19.17 -14.76 0.00
S -2.33 20.52 -15.45 0.01
O -2.86 20.26 -16.79 0.00
O -1.69 21.82 -15.09 0.03
C -3.70 20.16 -14.21 0.00
H -3.88 18.98 -12.31 0.00
H -3.88 18.07 -13.78 0.00
H -1.57 17.76 -13.31 0.00
H -1.41 19.37 -12.57 0.00
H -1.39 18.36 -15.48 0.00
H -0.28 19.57 -14.82 0.00
H -4.64 20.18 -14.77 0.00
H -3.66 20.97 -13.48 0.00
C 2.53 23.29 -18.40 0.00
C 3.57 22.56 -17.58 0.00
C 3.13 22.74 -16.12 0.00
S 1.33 22.32 -16.18 0.01
O 0.50 23.24 -15.36 0.03
O 1.01 20.90 -16.21 0.00
C 1.21 22.83 -17.92 0.00
H 2.68 23.00 -19.44 0.00
H 2.72 24.36 -18.37 0.00
H 4.51 22.97 -17.96 0.00
H 3.52 21.48 -17.75 0.00
H 3.27 23.79 -15.85 0.00
H 3.55 22.10 -15.34 0.00
H 0.31 23.41 -18.07 0.00
H 0.95 21.96 -18.51 0.00
```

## Properties
Highest occupied orbital energy (spin up / spin down) ... -7.727 / -8.942 eV
Energy relative to the best compared isomer or geometry (same formula, charge and spin) ... 4.832 eV
Spin multiplicity ... 6
<S²> ... 8.754

=====

It is found that the energy values, taken in the order of the records, are -1781.5391; -1404.8469; -4028.7481 Ha.